# 1
Computed, not measured: 9 unconnected molecules or ions with the total composition C47H67BBrFN9O5 at a distorted geometry, with wB97M-V/def2-TZVPD.

Properties
- E (Ha) = -5398.59884
- strongest force on any atom (eV/A) = 11.98
- HOMO-LUMO gap (eV) = 7.687
- net charge = -1
- LUMO energy (hartree) = 0.06632
- molecular weight (g mol⁻¹) = 947.83

Cartesian coordinates (Å):
C: 1.725 -1.737 4.181
C: 1.951 -3.161 4.960
C: 1.708 -4.501 4.048
C: 0.082 -4.496 3.655
C: -0.065 -3.892 2.143
C: -1.442 -3.017 1.841
C: -2.617 -3.076 2.977
C: -2.600 -1.772 4.025
C: -3.058 -2.203 5.544
O: -2.043 -1.695 6.523
O: -1.100 -1.585 1.517
B: -0.420 -1.412 0.181
Br: 1.437 -0.708 0.683
C: -0.903 -0.214 -0.821
C: -0.927 -0.615 -2.428
O: 0.353 -0.509 -3.116
C: 1.198 -1.693 -3.034
C: 0.579 -3.077 -3.652
O: -0.493 -2.845 -0.288
C: -1.763 -3.434 0.278
F: -2.014 -4.896 -0.029
O: -2.729 -2.804 -0.572
C: -3.901 -2.206 -0.010
N: -5.028 -1.864 0.584
H: 2.456 -1.662 3.269
H: 0.603 -1.596 3.799
H: 1.965 -0.819 4.882
H: 3.062 -3.132 5.390
H: 1.228 -3.142 5.911
H: 2.403 -4.601 3.110
H: 1.858 -5.430 4.777
H: -0.231 -5.629 3.607
H: -0.434 -3.880 4.503
H: 0.938 -3.270 1.993
H: 0.065 -4.823 1.411
H: -2.597 -4.022 3.685
H: -3.727 -3.087 2.555
H: -1.568 -1.227 4.064
H: -3.442 -1.034 3.621
H: -3.132 -3.360 5.718
H: -4.118 -1.759 5.848
H: -1.140 -1.884 6.111
H: -2.030 0.038 -0.514
H: -0.310 0.799 -0.618
H: -1.497 -1.628 -2.528
H: -1.642 0.201 -2.931
H: 1.609 -1.958 -1.963
H: 2.171 -1.452 -3.685
H: -0.400 -2.804 -4.228
H: 0.250 -3.745 -2.719
H: 1.378 -3.665 -4.273
N: 4.869 0.932 7.161
C: 4.221 1.030 5.957
C: 3.102 1.812 6.139
C: 3.078 2.205 7.498
C: 4.182 1.649 8.106
H: 5.721 0.412 7.327
H: 4.609 0.534 5.078
H: 2.382 2.073 5.374
H: 2.336 2.826 7.982
H: 4.536 1.702 9.127
N: -0.252 1.014 9.744
C: -1.113 0.177 9.083
C: -2.267 0.079 9.829
C: -2.098 0.891 10.976
C: -0.846 1.458 10.896
H: 0.676 1.266 9.429
H: -0.832 -0.277 8.143
H: -3.137 -0.512 9.573
H: -2.812 1.045 11.774
H: -0.328 2.138 11.560
N: -5.603 1.440 -4.233
C: -4.989 2.338 -5.066
C: -3.916 2.879 -4.393
C: -3.879 2.281 -3.111
C: -4.930 1.395 -3.040
H: -6.424 0.895 -4.463
H: -5.368 2.517 -6.064
H: -3.234 3.623 -4.784
H: -3.162 2.476 -2.324
H: -5.256 0.738 -2.245
N: 4.120 -3.721 -2.174
C: 3.313 -4.760 -1.789
C: 3.782 -5.908 -2.387
C: 4.916 -5.550 -3.155
C: 5.104 -4.195 -3.003
H: 4.009 -2.757 -1.890
H: 2.475 -4.593 -1.125
H: 3.355 -6.897 -2.281
H: 5.530 -6.210 -3.754
H: 5.850 -3.528 -3.414
N: 7.870 0.434 5.662
C: 8.140 1.213 4.568
C: 9.489 1.123 4.303
C: 10.050 0.253 5.268
C: 9.028 -0.160 6.093
H: 6.959 0.314 6.085
H: 7.352 1.766 4.074
H: 10.011 1.628 3.501
H: 11.089 -0.041 5.352
H: 9.026 -0.823 6.948
N: -6.332 6.493 -6.002
C: -6.062 7.273 -7.096
C: -4.713 7.182 -7.361
C: -4.152 6.312 -6.396
C: -5.174 5.899 -5.571
H: -7.243 6.374 -5.579
H: -6.850 7.825 -7.590
H: -4.191 7.687 -8.163
H: -3.113 6.019 -6.312
H: -5.176 5.236 -4.716
N: 0.827 -4.039 -7.573
C: -0.077 -4.016 -8.603
C: -0.453 -5.313 -8.869
C: 0.245 -6.149 -7.964
C: 1.025 -5.335 -7.174
H: 1.276 -3.227 -7.170
H: -0.374 -3.080 -9.058
H: -1.154 -5.625 -9.632
H: 0.184 -7.227 -7.896
H: 1.704 -5.568 -6.364
N: -3.097 9.819 -9.718
C: -4.231 10.573 -9.867
C: -4.044 11.761 -9.195
C: -2.748 11.723 -8.627
C: -2.184 10.514 -8.968
H: -2.954 8.894 -10.103
H: -5.073 10.201 -10.434
H: -4.762 12.567 -9.123
H: -2.276 12.496 -8.033
H: -1.216 10.090 -8.741



# 2
Computed, not measured: 7 unconnected molecules or ions with the total composition C47H67Cl13NO5PS at a distorted geometry, with wB97M-V/def2-TZVPD.

Properties
- E (Ha) = -8982.80288
- strongest force on any atom (eV/A) = 8.41
- HOMO-LUMO gap (eV) = 6.240
- LUMO energy (hartree) = -0.06118
- molecular weight (g mol⁻¹) = 1249.98

Cartesian coordinates (Å):
C: 5.139 -4.516 0.984
C: 6.254 -3.639 0.163
C: 6.377 -3.991 -1.435
C: 4.963 -3.966 -2.263
C: 4.455 -2.423 -2.663
C: 3.165 -2.623 -3.652
C: 1.804 -1.832 -3.201
C: 0.997 -1.018 -4.419
C: -0.409 -0.199 -4.201
C: -1.094 0.552 -5.515
C: -0.347 2.032 -5.683
C: -1.390 3.297 -5.384
C: -1.006 4.141 -4.026
S: -2.472 5.077 -3.270
O: -2.767 4.633 -1.791
O: -2.222 6.632 -3.201
Cl: -4.282 4.741 -4.330
C: -1.058 -0.183 -2.695
C: -0.274 -0.944 -1.429
C: 1.157 -1.759 -1.698
C: 1.898 -2.483 -0.429
C: 2.610 -1.267 0.471
C: 3.037 -1.453 2.069
C: 3.709 -0.234 2.983
C: 3.982 1.291 2.351
C: 4.605 2.548 3.200
C: 3.581 1.481 0.766
C: 2.913 0.253 -0.153
C: -1.032 -0.852 0.029
O: -0.455 -0.614 1.208
C: -2.695 -1.026 -0.019
C: -3.526 -1.930 1.095
C: -5.176 -2.082 0.956
C: -5.955 -1.281 -0.281
C: -7.600 -1.468 -0.362
O: -8.136 -2.453 0.596
C: -8.292 -3.785 -0.011
C: -8.021 -4.881 1.221
C: -5.108 -0.376 -1.399
P: -6.101 0.492 -2.785
N: -5.867 -0.353 -4.157
C: -3.477 -0.258 -1.283
C: -2.511 0.576 -2.364
O: -2.866 1.764 -2.876
H: 4.376 -5.103 0.318
H: 5.610 -5.315 1.736
H: 4.533 -3.771 1.652
H: 7.311 -3.911 0.645
H: 6.141 -2.464 0.339
H: 6.875 -5.070 -1.552
H: 7.141 -3.247 -1.955
H: 5.185 -4.485 -3.314
H: 4.093 -4.590 -1.782
H: 4.268 -1.751 -1.724
H: 5.368 -1.967 -3.280
H: 2.892 -3.783 -3.725
H: 3.451 -2.292 -4.747
H: 1.447 -1.048 -5.511
H: -2.262 0.631 -5.453
H: -0.790 -0.113 -6.454
H: 0.133 2.161 -6.765
H: 0.566 2.156 -4.929
H: -1.344 4.014 -6.337
H: -2.469 2.798 -5.332
H: -0.116 4.896 -4.158
H: -0.687 3.337 -3.212
H: 1.031 -2.905 0.271
H: 2.645 -3.338 -0.714
H: 2.881 -2.493 2.634
H: 3.981 -0.462 4.100
H: 3.808 3.379 3.488
H: 5.433 3.090 2.546
H: 5.098 2.186 4.213
H: 3.746 2.555 0.291
H: 2.667 0.545 -1.264
H: -2.952 -2.489 1.951
H: -5.795 -2.749 1.720
H: -7.972 -1.630 -1.471
H: -8.049 -0.414 -0.032
H: -7.514 -3.984 -0.873
H: -9.357 -3.985 -0.475
H: -8.697 -5.838 1.135
H: -6.866 -5.131 1.302
H: -8.317 -4.344 2.240
H: -5.608 1.870 -2.881
H: -7.491 0.515 -2.372
H: -5.431 0.295 -4.849
Cl: -11.653 -6.982 -0.728
C: -12.177 -6.916 0.973
C: -12.516 -5.501 1.415
Cl: -11.074 -4.460 1.503
H: -11.385 -7.352 1.590
H: -13.063 -7.553 1.056
H: -12.955 -5.520 2.417
H: -13.235 -5.029 0.738
Cl: -3.933 12.054 -2.854
C: -3.825 10.287 -2.663
C: -4.887 9.555 -3.468
Cl: -6.525 9.828 -2.823
H: -3.896 10.055 -1.596
H: -2.829 9.992 -3.009
H: -4.707 8.477 -3.428
H: -4.880 9.863 -4.518
Cl: -1.365 8.506 2.634
C: -1.136 7.682 1.072
C: -1.238 6.170 1.200
Cl: 0.130 5.479 2.108
H: -0.168 7.988 0.665
H: -1.919 8.051 0.402
H: -1.222 5.712 0.206
H: -2.164 5.869 1.699
Cl: 3.506 1.561 6.118
C: 3.174 2.643 7.493
C: 3.967 3.938 7.410
Cl: 5.712 3.675 7.648
H: 3.390 2.096 8.416
H: 2.102 2.862 7.471
H: 3.640 4.625 8.196
H: 3.827 4.435 6.444
Cl: 8.570 3.124 4.018
C: 8.997 3.457 5.715
C: 10.368 2.911 6.081
Cl: 10.398 1.131 6.107
H: 8.213 3.037 6.351
H: 8.987 4.545 5.835
H: 10.647 3.247 7.084
H: 11.138 3.253 5.381
Cl: 8.067 -6.482 1.829
C: 8.175 -8.249 2.020
C: 7.113 -8.980 1.215
Cl: 5.475 -8.708 1.860
H: 8.104 -8.481 3.087
H: 9.171 -8.544 1.674
H: 7.293 -10.059 1.255
H: 7.120 -8.672 0.165



# 3
Computed, not measured: 8 unconnected molecules or ions with the total composition C47H70F9N11O2S2 at a distorted geometry, with wB97M-V/def2-TZVPD.

Properties
- E (Ha) = -4280.67591
- strongest force on any atom (eV/A) = 5.18
- HOMO-LUMO gap (eV) = 7.614
- LUMO energy (hartree) = -0.01588
- molecular weight (g mol⁻¹) = 1056.27

Cartesian coordinates (Å):
C: 1.726 -2.093 4.094
C: 0.400 -2.887 3.760
C: 0.619 -4.326 3.203
N: -0.722 -2.306 4.031
C: -1.583 -1.955 2.908
C: -2.412 -3.276 2.503
N: -3.888 -3.092 2.549
O: -2.618 -1.165 3.595
C: -2.999 -0.039 2.887
O: -3.496 0.927 3.371
C: -2.552 -0.389 1.425
C: -1.107 -0.944 1.794
C: -0.179 0.113 2.492
C: -0.307 1.608 2.003
C: -0.639 2.566 3.245
S: -1.386 4.109 2.504
C: -3.178 3.845 2.326
S: -4.172 4.470 3.488
N: -3.806 3.110 1.269
C: -4.999 2.406 1.241
C: -5.260 1.808 -0.035
N: -4.144 2.228 -0.793
C: -3.324 2.981 -0.058
C: -0.638 -1.572 0.427
F: -1.629 -2.229 -0.257
F: 0.341 -2.532 0.721
C: 0.030 -0.577 -0.583
F: 1.244 -0.095 -0.137
F: -0.727 0.560 -0.822
C: 0.314 -1.180 -2.031
F: 1.514 -0.641 -2.464
F: 0.478 -2.528 -2.059
C: -0.746 -0.783 -3.129
F: -0.536 -1.634 -4.191
F: -2.032 -0.953 -2.763
F: -0.570 0.467 -3.629
H: 1.521 -1.191 4.739
H: 2.381 -2.811 4.670
H: 2.291 -1.840 3.162
H: 0.190 -4.509 2.192
H: 0.145 -5.041 3.928
H: 1.710 -4.579 3.148
H: -2.077 -3.774 1.562
H: -2.195 -4.017 3.322
H: -4.241 -3.232 3.490
H: -4.352 -3.695 1.870
H: -2.635 0.516 0.780
H: -3.340 -1.104 1.096
H: -0.284 0.129 3.609
H: 0.878 -0.204 2.275
H: -1.091 1.823 1.251
H: 0.705 1.949 1.653
H: -1.329 2.084 3.977
H: 0.276 2.920 3.774
H: -5.641 2.323 2.139
H: -6.108 1.177 -0.355
H: -2.388 3.420 -0.445
C: 3.733 -6.998 0.842
C: 3.606 -7.815 2.123
C: 2.300 -8.611 2.196
C: 1.138 -7.687 2.157
N: 0.245 -6.970 2.127
H: 2.946 -6.244 0.767
H: 4.689 -6.472 0.820
H: 3.679 -7.640 -0.040
H: 3.678 -7.143 2.983
H: 4.449 -8.509 2.188
H: 2.262 -9.188 3.122
H: 2.228 -9.308 1.359
C: -4.618 1.878 -6.307
C: -3.157 1.872 -5.871
C: -2.988 1.948 -4.351
C: -3.586 3.202 -3.832
N: -4.052 4.165 -3.426
H: -5.119 2.805 -6.020
H: -4.690 1.793 -7.393
H: -5.163 1.041 -5.864
H: -2.641 2.713 -6.343
H: -2.680 0.958 -6.235
H: -1.930 1.927 -4.088
H: -3.474 1.098 -3.867
C: -8.573 -5.367 2.835
C: -8.092 -3.926 2.702
C: -7.665 -3.570 1.275
C: -6.541 -4.441 0.846
N: -5.674 -5.121 0.516
H: -7.780 -6.079 2.599
H: -8.894 -5.566 3.859
H: -9.419 -5.561 2.171
H: -7.256 -3.765 3.388
H: -8.895 -3.252 3.010
H: -7.342 -2.528 1.228
H: -8.498 -3.698 0.581
C: 5.005 1.042 5.882
C: 4.802 1.198 7.385
C: 3.700 0.288 7.935
C: 2.403 0.609 7.288
N: 1.395 0.866 6.794
H: 4.110 1.324 5.324
H: 5.817 1.686 5.539
H: 5.259 0.010 5.625
H: 4.562 2.242 7.605
H: 5.740 0.969 7.897
H: 3.601 0.424 9.013
H: 3.940 -0.761 7.747
C: -1.938 8.994 -3.172
C: -2.640 7.640 -3.149
C: -3.631 7.501 -1.990
C: -2.921 7.635 -0.698
N: -2.370 7.738 0.300
H: -1.336 9.151 -2.274
H: -1.265 9.059 -4.029
H: -2.663 9.810 -3.247
H: -1.886 6.851 -3.087
H: -3.174 7.499 -4.091
H: -4.115 6.523 -2.023
H: -4.407 8.267 -2.056
C: 4.565 0.819 -2.523
C: 4.285 2.158 -3.196
C: 5.536 2.787 -3.814
C: 6.553 3.036 -2.760
N: 7.337 3.228 -1.946
H: 5.261 0.926 -1.688
H: 3.643 0.395 -2.123
H: 4.988 0.104 -3.234
H: 3.852 2.841 -2.460
H: 3.536 2.013 -3.978
H: 5.282 3.734 -4.294
H: 5.961 2.127 -4.571
C: 9.402 1.456 -8.209
C: 9.246 1.630 -6.702
C: 8.168 0.721 -6.105
C: 6.847 1.029 -6.714
N: 5.829 1.268 -7.182
H: 8.488 1.726 -8.741
H: 10.199 2.099 -8.585
H: 9.653 0.422 -8.460
H: 9.009 2.675 -6.487
H: 10.201 1.412 -6.217
H: 8.104 0.873 -5.025
H: 8.407 -0.329 -6.287